Formula: C23H33O22
Source: the Open Molecules 2025 dataset
Level of theory: the ωB97M-V functional and the def2-TZVPD basis

## Properties
Total charge = -1
Relative energy (zero: lowest compared OMol25 entry of this formula, charge and spin) = 5.071 eV
HOMO level = -3.09 eV
F_max = 6.03 eV/A
E = -69427.71102 eV
HOMO-LUMO gap = 4.64 eV
LUMO level = 1.5521 eV

Each line ends with the Mulliken charge.
Element x y z (Å)
C 0.29538 -1.81637 -0.23687  -0.645
C 0.56427 -0.34585 -0.48564  -0.261
O 0.27745 0.01184 -1.82701  -0.933
H 0.54915 -1.94093 0.81584  0.198
H 0.91282 -2.35479 -0.95587  0.158
H -0.76729 -2.01866 -0.37070  0.215
H 1.54885 -0.03639 -0.13501  0.197
H -0.06974 0.20588 0.20842  0.086
C 3.77576 1.59743 5.18274  -0.183
C 2.34712 1.14946 5.44608  -0.310
O 2.41357 -0.24172 5.57532  -0.321
C 3.59269 -0.66585 5.21874  0.654
O 3.75159 -1.83729 5.05918  -0.531
O 4.47723 0.36996 5.07683  -0.334
H 4.04016 2.28416 5.98685  0.252
H 3.78655 2.22774 4.29353  0.259
H 1.71370 1.42068 4.60150  0.247
H 1.92887 1.58362 6.35419  0.263
C -5.47333 -0.95137 -3.23814  -0.226
C -4.83040 -1.72451 -4.39139  -0.286
O -5.89013 -2.40303 -5.08941  -0.305
C -6.94299 -2.46276 -4.22959  0.674
O -7.97666 -3.07139 -4.50634  -0.571
O -6.75324 -1.66856 -3.14152  -0.322
H -5.80435 0.04464 -3.53221  0.218
H -4.95134 -0.98310 -2.28178  0.270
H -4.07233 -2.35629 -3.92850  0.263
H -4.31472 -1.09687 -5.11820  0.281
C -2.34510 5.88900 -3.17481  -0.329
C -1.78127 5.89874 -4.55876  -0.298
O -1.46876 7.25714 -4.70150  -0.338
C -1.23249 7.79977 -3.48766  0.711
O -0.73350 8.90265 -3.30871  -0.578
O -1.73314 6.96693 -2.59897  -0.302
H -2.10569 4.93618 -2.70267  0.319
H -3.42227 6.05571 -3.17357  0.268
H -2.48958 5.50977 -5.29026  0.290
H -0.81988 5.38616 -4.59184  0.255
C -4.55667 1.80568 3.02500  -0.184
C -4.01301 3.10491 3.50247  -0.330
O -4.49263 4.06429 2.58194  -0.359
C -5.49267 3.45322 1.84745  0.704
O -6.20895 3.93834 0.97764  -0.579
O -5.52864 2.22654 2.17363  -0.295
H -4.86245 1.34071 3.96223  0.251
H -3.75528 1.20833 2.59020  0.304
H -2.92910 3.21188 3.54505  0.264
H -4.33996 3.40284 4.49868  0.220
C 5.24388 4.45503 -3.63286  -0.366
C 5.04000 4.75147 -5.11387  -0.314
O 6.30198 4.18656 -5.59135  -0.307
C 7.16038 4.07403 -4.56436  0.689
O 8.38538 3.71871 -4.68611  -0.598
O 6.61779 4.58766 -3.45031  -0.286
H 4.84017 3.51207 -3.26415  0.328
H 4.70988 5.30227 -3.20258  0.281
H 4.98649 5.80565 -5.38578  0.263
H 4.11417 4.28118 -5.44518  0.312
C 5.17121 -4.68357 -0.67668  -0.205
C 4.70894 -5.56322 -1.88099  -0.336
O 4.00989 -6.60030 -1.32444  -0.317
C 4.46106 -6.78219 -0.04703  0.682
O 4.25127 -7.80255 0.58705  -0.552
O 5.29619 -5.74198 0.25995  -0.328
H 4.38259 -4.02053 -0.32093  0.247
H 6.13954 -4.18791 -0.74565  0.252
H 5.54891 -5.99679 -2.42372  0.251
H 4.05189 -5.08061 -2.60452  0.305
C -0.97023 -6.52429 5.11632  -0.221
C -2.01767 -5.62065 4.58323  -0.241
O -3.15053 -5.96646 5.33948  -0.353
C -2.98824 -7.16208 5.97987  0.709
O -3.80037 -7.65691 6.71609  -0.532
O -1.71889 -7.46836 5.86248  -0.349
H -0.37625 -5.87902 5.76356  0.221
H -0.37451 -7.01163 4.34449  0.284
H -2.11612 -5.60072 3.49786  0.266
H -1.72636 -4.60316 4.84394  0.215

=====

Formula: C23H34CeCl2N3O3
Source: the Open Molecules 2025 dataset
Level of theory: the ωB97M-V functional and the def2-TZVPD basis

## Properties
Total charge = 0
HOMO level (alpha / beta) = -7.15 / -7.22 eV
<S²> = 0.751
Multiplicity = 2
F_max = 2.81 eV/A
E = -72993.33183 eV
HOMO-LUMO gap (alpha / beta) = 7.28 / 7.36 eV
LUMO level (alpha / beta) = 0.1380 / 0.1396 eV

Each line ends with the Mulliken charge.
Element x y z (Å)
O -0.08847 1.01710 -1.82655  0.044
C -0.49056 1.17479 -3.18353  0.009
C 0.35933 2.23954 -3.93170  0.053
C 0.95056 3.28971 -3.23212  -0.233
H 0.78779 3.39510 -2.15889  0.424
C 1.78917 4.17258 -3.91412  -0.579
H 2.26252 4.97853 -3.35487  0.374
C 2.01804 4.03543 -5.28618  -0.445
H 2.70490 4.70226 -5.80161  0.365
C 1.43767 2.96587 -5.98050  -0.605
H 1.62968 2.80640 -7.04949  0.350
C 0.58845 2.08148 -5.30668  -0.319
H 0.11442 1.24449 -5.82974  0.388
H -0.24308 0.21282 -3.67941  0.370
C -2.62955 2.57852 -3.29097  -1.431
C -1.96772 1.24362 -3.29775  0.468
H -3.71017 2.47901 -3.16834  0.393
H -2.41505 3.10067 -4.22565  0.375
H -2.29020 3.21472 -2.45714  0.239
C -2.55388 0.11597 -2.80858  -0.303
C -3.69862 0.18737 -1.86590  -1.367
H -2.12255 -0.87467 -3.00819  0.428
H -4.59614 0.54959 -2.38587  0.450
H -3.49736 0.86765 -1.02299  0.240
H -3.90912 -0.79372 -1.42982  0.330
Ce -0.00351 -0.05276 -0.03584  0.476
Cl -0.61701 2.40186 0.79178  -0.550
Cl 0.53131 -1.84002 -2.00756  -0.585
C -2.52822 0.26787 2.17579  0.279
O -1.77887 -0.53756 1.54067  -0.541
N -2.85493 0.12616 3.45454  0.196
C -2.52948 -1.06694 4.23846  -0.853
C -3.67187 1.12989 4.12287  -0.917
H -2.90611 1.17268 1.67794  0.233
H -1.77993 -1.67237 3.72300  0.165
H -3.43913 -1.66371 4.42270  0.317
H -2.15654 -0.75189 5.22557  0.343
H -3.71957 2.01537 3.48357  0.294
H -3.22749 1.38594 5.09314  0.311
H -4.68813 0.74644 4.30029  0.343
H -0.48251 -5.92809 1.42782  0.322
H 1.87493 -6.21569 0.20809  0.341
C -0.68210 -5.14276 0.68855  -0.913
C 1.48125 -5.44269 -0.46309  -0.872
N 0.57953 -4.55523 0.25868  0.226
H -1.33040 -4.37439 1.11126  0.230
C 0.90855 -3.28534 0.46771  0.215
O 0.20265 -2.41778 1.03810  -0.707
H 2.30726 -4.84537 -0.86171  0.257
H 1.88533 -2.99290 0.02737  0.414
H -1.16366 -5.61808 -0.17418  0.320
H 0.95259 -5.93704 -1.28475  0.317
C 5.01910 0.23270 4.45721  -1.422
C 3.84293 0.31423 3.52900  1.210
C 3.88045 1.08371 2.36709  -0.828
C 2.79320 1.06697 1.50390  -0.220
N 1.72318 0.26198 1.71345  0.130
C 1.63998 -0.41470 2.88159  -0.183
C 2.68768 -0.43067 3.79771  -0.883
H 5.55751 -0.72045 4.33742  0.282
H 5.72896 1.04195 4.25313  0.351
H 4.70951 0.29757 5.50886  0.360
H 4.75764 1.68377 2.12146  0.340
H 2.74629 1.70170 0.61409  0.466
H 0.71911 -0.97074 3.06515  0.327
H 2.60042 -1.03843 4.69573  0.386

=====

Formula: C23H34CoFN3O7P2Se
Source: the Open Molecules 2025 dataset
Level of theory: the ωB97M-V functional and the def2-TZVPD basis

## Properties
Total charge = +1
Relative energy (zero: lowest compared OMol25 entry of this formula, charge and spin) = 0.270 eV
HOMO level (alpha / beta) = -10.08 / -10.70 eV
<S²> = 6.015
Multiplicity = 5
F_max = 0.90 eV/A
E = -167465.58406 eV
HOMO-LUMO gap (alpha / beta) = 6.96 / 7.58 eV
LUMO level (alpha / beta) = -3.1197 / -3.1202 eV

Each line ends with the Mulliken charge.
Element x y z (Å)
Co -0.37038 -0.12618 0.33692  0.894
F 4.52082 3.58711 3.28549  -0.363
C 3.96070 2.43175 3.71367  0.317
C 2.82734 1.99036 3.10590  -0.718
C 2.21500 0.81497 3.53540  0.940
C 1.01409 0.34556 2.85070  1.702
O 0.54691 1.02231 1.90779  -0.551
C 0.45226 -0.87131 3.34173  -0.153
C 1.05318 -1.50542 4.38158  -0.546
N 2.18647 -1.09601 4.98732  0.297
C 2.74564 -1.89239 6.05958  -0.232
C 2.79940 -3.37629 5.89155  -1.011
C 4.06353 -2.57490 5.83705  -0.474
C 2.78410 0.09381 4.58681  -0.485
C 3.95802 0.55783 5.18830  -0.568
C 4.56353 1.72514 4.76064  -1.123
N 5.78599 2.12717 5.36073  0.289
C 5.87021 2.20718 6.80985  -0.708
C 7.20542 1.58184 7.23232  -0.737
N 8.16204 1.74185 6.07423  -0.149
C 8.00022 3.10051 5.44952  -0.740
C 6.64724 3.11757 4.72105  -0.732
C -0.76538 -1.54861 2.77648  0.124
O -1.26143 -2.48707 3.35347  -0.687
O -1.25938 -1.01173 1.68494  -0.655
H 2.41616 2.51848 2.25878  0.494
H 0.61779 -2.42572 4.74582  0.757
H 2.52970 -1.50874 7.04853  0.386
H 2.43945 -3.79393 4.96159  0.363
H 2.59534 -3.97824 6.76532  0.260
H 4.51493 -2.44723 4.86126  0.271
H 4.75966 -2.63020 6.66297  0.300
H 4.43067 -0.03139 5.96314  0.792
H 5.05242 1.66747 7.27583  0.471
H 5.80715 3.24691 7.15170  0.328
H 7.12009 0.51485 7.42600  0.432
H 7.64556 2.07265 8.09750  0.376
H 7.91036 1.04501 5.37051  0.377
H 9.12266 1.57004 6.36549  0.333
H 8.82976 3.28173 4.77212  0.384
H 8.04975 3.81876 6.26433  0.351
H 6.78322 2.84431 3.67726  0.528
H 6.25202 4.13480 4.75255  0.422
C -2.73634 -1.48080 -2.18948  -1.333
P -1.11199 -0.71603 -1.88719  0.843
C 0.02572 -1.74492 -2.84479  -1.237
C -1.22035 0.87218 -2.79532  -0.972
C -1.91338 1.94003 -1.94053  -1.251
P -1.17791 2.10683 -0.26846  1.308
C 0.04209 3.43673 -0.36153  -1.387
C -2.52448 2.85674 0.69396  -1.452
H -2.94195 -1.49036 -3.26078  0.413
H -3.52767 -0.93835 -1.67140  0.397
H -2.73129 -2.50555 -1.81755  0.424
H -0.21273 -1.64494 -3.90537  0.442
H -0.10324 -2.78388 -2.54324  0.380
H 1.06268 -1.45599 -2.66926  0.293
H -1.77945 0.70277 -3.71684  0.621
H -0.20332 1.16241 -3.05203  0.358
H -2.95673 1.65886 -1.77092  0.410
H -1.91949 2.91246 -2.43681  0.531
H -0.45366 4.34193 -0.71657  0.508
H 0.85446 3.14740 -1.02212  0.331
H 0.44717 3.60636 0.63597  0.267
H -2.86361 3.77397 0.20959  0.458
H -2.16078 3.09149 1.69443  0.395
H -3.35995 2.16321 0.78676  0.367
O 3.05796 -0.96733 -1.67023  -0.730
Se 2.33650 -0.25185 -0.42132  1.135
O 1.30041 -1.29649 0.40564  -0.753
O 1.08689 0.76452 -0.96160  -0.700
O 3.31692 0.53685 0.59508  -0.621